Here is a cluster of 4 separate species, C30H61BrClN2O11 in total at a distorted geometry from the Open Molecules 2025 dataset. Energies are from wB97M-V/def2-TZVPD.

Output
LUMO ... -0.16660 Eh
Total charge ... +1
Maximum force ... 4.90 eV/Å

XYZ file:
```
106
Properties=species:S:1:pos:R:3:forces:R:3:lowdin_charge:R:1
C 7.112 2.785 3.334 -0.7 -0.1 -0.4 -0.147
C 5.920 3.885 3.496 1.6 -0.9 -1.0 -0.673
Br 5.252 3.692 5.360 0.0 0.3 -1.2 0.755
C 4.843 3.530 2.371 2.0 0.2 -0.3 -0.146
N 3.675 4.454 2.294 -4.9 -0.5 -0.2 0.019
C 2.410 4.030 2.146 -1.4 -1.8 0.0 -0.089
C 1.891 2.496 2.072 1.7 1.6 0.2 -0.080
C 2.157 1.872 3.544 0.1 -0.1 -0.5 -0.089
C 0.876 1.193 4.212 0.5 -4.2 1.7 -0.386
N -0.465 1.791 4.331 2.1 0.5 -0.8 0.105
O 1.051 0.051 4.720 -0.5 4.2 -2.2 0.058
C 1.231 5.100 2.022 2.3 0.6 -2.3 -0.097
C 2.181 6.385 1.684 0.0 -1.2 0.5 -0.541
Cl 1.307 7.840 2.365 1.1 -0.8 -0.6 0.646
C 3.597 5.956 2.355 1.3 3.1 0.8 -0.229
C 3.741 6.561 3.835 0.3 -0.7 0.1 -0.123
C 2.705 5.996 4.907 2.0 0.6 4.0 -0.225
O 3.003 6.131 6.127 -1.3 -0.4 -4.6 -0.011
H 6.640 1.768 3.057 0.8 1.5 0.6 0.092
H 7.712 2.661 4.302 -0.9 0.4 -1.6 0.085
H 7.774 3.096 2.454 -0.8 -0.4 1.3 0.093
H 6.430 4.902 3.306 -1.3 -1.4 0.7 0.114
H 4.576 2.431 2.487 -0.3 1.7 -0.1 0.124
H 5.394 3.620 1.358 -0.8 -0.1 1.5 0.168
H 0.794 2.493 1.760 1.6 0.1 0.4 0.117
H 2.560 2.008 1.267 -1.3 0.4 1.3 0.134
H 2.981 1.079 3.407 -1.5 1.1 0.7 0.134
H 2.570 2.682 4.241 -0.6 -1.1 -0.8 0.092
H -1.004 1.679 3.455 0.3 0.1 0.7 0.097
H -0.318 2.789 4.540 -0.5 -0.4 -0.4 0.077
H 0.612 4.899 1.071 1.0 -0.2 1.5 0.147
H 0.483 5.208 2.872 1.5 -0.2 -0.8 0.126
H 2.431 6.561 0.580 -1.0 -0.3 1.6 0.133
H 4.497 6.406 1.788 -1.5 -0.9 0.6 0.175
H 4.815 6.336 4.190 -1.9 0.3 -0.2 0.102
H 3.656 7.706 3.847 0.0 -1.7 -0.3 0.129
H 1.736 5.436 4.688 1.0 0.7 -0.3 0.117
C -2.058 -7.951 6.341 0.0 0.3 0.1 -0.109
O -1.428 -6.694 6.504 0.1 -0.1 -0.2 -0.207
C -0.040 -6.824 6.800 -0.4 0.4 0.1 -0.197
C 0.692 -5.525 6.493 0.2 -0.2 -0.1 -0.175
O 0.983 -5.361 5.104 -0.3 0.1 0.1 -0.135
C -0.126 -5.006 4.276 0.3 0.2 0.0 -0.175
C -0.545 -3.550 4.438 -0.4 -0.3 0.3 -0.199
O -1.357 -3.393 5.596 0.2 0.1 0.0 -0.202
C -1.392 -2.052 6.046 0.0 -0.3 0.1 -0.111
H -1.971 -8.547 7.255 0.0 -0.1 0.0 0.088
H -3.114 -7.778 6.131 0.1 0.1 0.1 0.089
H -1.621 -8.490 5.495 0.0 -0.1 0.0 0.087
H 0.399 -7.638 6.213 0.1 0.0 0.0 0.127
H 0.051 -7.054 7.867 0.2 -0.1 0.1 0.126
H 1.666 -5.561 6.989 0.0 -0.1 -0.1 0.126
H 0.165 -4.655 6.891 -0.2 -0.2 0.0 0.120
H -0.963 -5.690 4.419 -0.1 0.2 0.2 0.120
H 0.227 -5.142 3.249 0.1 0.1 0.1 0.124
H -1.140 -3.238 3.570 0.1 0.0 -0.2 0.123
H 0.347 -2.918 4.510 0.0 0.0 0.0 0.119
H -0.389 -1.722 6.334 0.0 0.2 -0.1 0.078
H -2.036 -2.004 6.925 0.0 -0.1 -0.1 0.090
H -1.798 -1.396 5.270 0.1 0.1 0.0 0.080
C -0.138 0.342 -0.515 -0.3 0.2 -0.2 -0.107
O -0.692 1.399 -1.273 0.1 -0.1 0.0 -0.207
C 0.197 1.854 -2.291 -0.6 0.1 0.2 -0.196
C -0.569 2.614 -3.366 0.1 -0.2 -0.3 -0.178
O -1.226 1.755 -4.296 0.1 0.1 0.4 -0.133
C -2.410 1.111 -3.818 -0.2 0.1 -0.4 -0.169
C -3.603 2.056 -3.730 0.1 -0.2 0.5 -0.189
O -3.536 2.829 -2.535 0.2 0.2 -0.1 -0.213
C -4.325 4.002 -2.613 0.1 -0.2 0.1 -0.109
H 0.787 0.665 -0.024 0.2 -0.1 0.0 0.061
H -0.862 0.053 0.249 0.0 0.1 -0.1 0.092
H 0.055 -0.525 -1.153 0.2 0.0 0.1 0.095
H 0.720 1.005 -2.745 0.0 0.0 0.0 0.130
H 0.928 2.522 -1.819 0.2 0.1 -0.1 0.113
H 0.155 3.181 -3.959 0.0 -0.1 0.0 0.128
H -1.266 3.338 -2.938 0.0 -0.2 0.2 0.120
H -2.227 0.595 -2.875 -0.1 0.2 0.1 0.121
H -2.641 0.345 -4.563 0.0 0.1 0.0 0.122
H -4.531 1.474 -3.699 0.0 -0.1 -0.2 0.130
H -3.615 2.711 -4.607 0.0 0.0 0.0 0.130
H -3.959 4.654 -3.413 -0.1 0.0 -0.1 0.088
H -4.235 4.537 -1.667 0.0 -0.1 0.0 0.085
H -5.376 3.750 -2.782 0.0 0.1 -0.1 0.090
C -0.851 -1.893 -5.884 -0.3 0.0 -0.2 -0.117
O -1.711 -2.115 -6.983 0.2 -0.2 0.1 -0.205
C -1.070 -1.851 -8.229 -0.6 0.0 0.2 -0.194
C -1.813 -2.540 -9.366 0.3 -0.1 -0.1 -0.175
O -1.500 -3.929 -9.477 -0.2 0.2 0.3 -0.133
C -2.091 -4.779 -8.493 -0.1 -0.1 -0.4 -0.175
C -3.577 -5.017 -8.728 0.0 0.3 0.5 -0.197
O -4.339 -3.917 -8.240 0.0 0.1 -0.2 -0.209
C -5.629 -3.861 -8.819 0.2 0.1 0.2 -0.111
H -0.511 -0.852 -5.865 0.1 0.0 0.1 0.082
H -1.407 -2.101 -4.968 0.0 0.0 -0.1 0.086
H 0.007 -2.571 -5.928 0.1 0.1 0.0 0.088
H -0.033 -2.202 -8.204 0.0 0.0 -0.1 0.127
H -1.083 -0.766 -8.385 0.2 0.1 -0.2 0.125
H -1.479 -2.093 -10.307 0.1 -0.1 0.1 0.127
H -2.891 -2.382 -9.305 0.1 0.0 0.3 0.120
H -1.891 -4.416 -7.484 -0.2 0.1 0.0 0.118
H -1.576 -5.739 -8.596 0.0 0.1 -0.1 0.127
H -3.899 -5.912 -8.183 0.1 -0.2 -0.1 0.126
H -3.760 -5.160 -9.799 0.1 0.0 0.0 0.128
H -5.554 -3.716 -9.902 -0.1 -0.1 -0.1 0.088
H -6.156 -3.005 -8.394 0.1 -0.1 0.0 0.087
H -6.192 -4.772 -8.597 -0.1 0.0 -0.1 0.087
```
Positions in Å, forces in eV/Å.